<w>
The following is a DFT calculation (ωB97M-V/def2-TZVPD) of one molecule with the formula C5H7ClS.

ORCA input file:
```
! wB97M-V def2-TZVPD RIJCOSX def2/J DEFGRID3
* xyz 0 1
C -0.35333 -0.60355 0.62323
C 0.81421 -1.37528 0.56791
C -0.98692 0.12388 -0.30844
C 2.96613 0.35756 -0.23104
C -2.27369 0.76828 -0.25072
S 2.26858 -1.20148 -0.32142
Cl 2.10008 1.68343 0.36989
H -0.99962 -0.91575 1.38667
H 0.81187 -2.26675 1.05325
H -0.22700 0.16198 -1.16988
H 3.75918 0.40660 -1.08407
H -2.38322 1.77186 -0.77653
H -2.47932 0.93634 0.75863
H -3.01694 0.15286 -0.61748
*
```

Computed properties:
- Orbital gap (alpha / beta): 7.01 / 7.41 eV

Löwdin population analysis, charges in e, atoms 1 to 5:
1 C -0.25
2 C -0.45
3 C -0.19
4 C -0.99
5 C -0.10

---

<x>
The following is a DFT calculation (ωB97M-V/def2-TZVPD) of one molecule with the formula C5H7ClS.

ORCA input file:
```
! wB97M-V def2-TZVPD RIJCOSX def2/J DEFGRID3
* xyz 0 1
C 2.46615 0.80957 -1.24170
S 1.35685 -0.68451 -1.09987
C 0.17388 -0.37095 0.04523
C -0.65059 -1.33812 0.37336
C -1.81078 -0.93014 1.16303
C -2.09551 0.35879 0.72602
Cl -2.84899 1.48474 1.79525
H 1.71629 1.47404 -1.69274
H 3.26507 0.69278 -2.02645
H 2.87971 1.07575 -0.27023
H 0.11411 0.55651 0.58088
H -0.55221 -2.37562 -0.05578
H -2.09927 -1.43613 2.03636
H -1.91472 0.68331 -0.33336
*
```

Computed properties:
- Orbital gap: 8.73 eV

Löwdin population analysis, charges in e, atoms 1 to 5:
1 C -0.35
2 S 0.87
3 C -0.57
4 C -0.26
5 C -0.15

---

<y>
The following is a DFT calculation (ωB97M-V/def2-TZVPD) of one molecule with the formula C5H7ClS.

ORCA input file:
```
! wB97M-V def2-TZVPD RIJCOSX def2/J DEFGRID3
* xyz 0 1
C -1.07461 -1.65582 0.32209
C -0.48763 -0.72760 -0.41315
C 0.86735 -0.10107 -0.13084
C 1.88661 -0.92317 -0.10714
Cl 3.48375 -0.42761 0.19472
S 0.91123 1.65866 -0.03432
C -0.79123 2.17560 0.16278
H -1.87344 -2.26210 0.03773
H -0.47978 -2.07490 1.07910
H -0.80324 -0.58703 -1.44656
H 1.81353 -2.00233 -0.30140
H -1.25411 1.88171 1.17941
H -1.36813 1.75250 -0.69238
H -0.83030 3.29316 0.14997
*
```

Computed properties:
- Orbital gap: 9.18 eV

Löwdin population analysis, charges in e, atoms 1 to 5:
1 C 0.03
2 C -0.21
3 C -0.67
4 C -0.65
5 Cl 0.62

---

Least stable structure: <w>

---

<w>
The following is a DFT calculation (ωB97M-V/def2-TZVPD) of a 2-piece molecular cluster, CH4FOPS overall.

ORCA input file:
```
! wB97M-V def2-TZVPD RIJCOSX def2/J DEFGRID3
* xyz 0 1
C 1.55045 0.35624 -0.16000
O -0.90847 -0.46131 -0.30052
F -0.07711 0.64461 1.78315
P 0.21544 -0.64837 0.74795
S -4.02562 -0.60024 -0.95796
H 1.23823 1.34182 0.13130
H 2.58357 0.05835 0.10563
H 1.23347 0.16680 -1.16844
H -1.80996 -0.85791 -0.18111
*
```

Computed properties:
- Orbital gap (alpha / beta): 5.48 / 5.47 eV

Löwdin population analysis, charges in e, atoms 1 to 5:
1 C -0.23
2 O -0.38
3 F -0.36
4 P 0.75
5 S 0.24

---

<x>
The following is a DFT calculation (ωB97M-V/def2-TZVPD) of a 2-piece molecular cluster, CH4FOPS overall.

ORCA input file:
```
! wB97M-V def2-TZVPD RIJCOSX def2/J DEFGRID3
* xyz 0 1
C -0.36897 0.24041 0.69396
O 1.30092 -0.49607 -1.24199
F 1.25461 1.96050 -0.83260
P 0.15284 0.67734 -1.05385
S 1.24908 1.36203 -4.29864
H 0.38819 -0.35049 1.19628
H -0.64255 1.13959 1.16886
H -1.23730 -0.29408 0.59490
H 1.27568 -0.86563 -2.17579
*
```

Computed properties:
- Orbital gap (alpha / beta): 6.72 / 6.72 eV

Löwdin population analysis, charges in e, atoms 1 to 5:
1 C -0.24
2 O -0.36
3 F -0.36
4 P 0.79
5 S 0.07

---

<y>
The following is a DFT calculation (ωB97M-V/def2-TZVPD) of a 2-piece molecular cluster, CH4FOPS overall.

ORCA input file:
```
! wB97M-V def2-TZVPD RIJCOSX def2/J DEFGRID3
* xyz 0 1
C -0.43879 0.22773 0.29442
O 1.20948 -0.81366 -1.58149
F 1.56617 -2.42875 0.78340
P 1.28762 -0.14760 -0.13652
S 2.78447 1.01282 0.21011
H -1.07086 -0.09218 -0.53105
H -0.70023 -0.33049 1.19182
H -0.54966 1.29469 0.48969
H 1.87014 -1.51045 -1.68112
*
```

Computed properties:
- Orbital gap: 8.87 eV

Löwdin population analysis, charges in e, atoms 1 to 5:
1 C -0.20
2 O -0.25
3 F -0.56
4 P 0.42
5 S 0.32

---

Least stable structure: <w>

---

<w>
The following is a DFT calculation (ωB97M-V/def2-TZVPD) of C11H13NO as an isolated structure.

ORCA input file:
```
! wB97M-V def2-TZVPD RIJCOSX def2/J DEFGRID3
* xyz 0 1
C 4.39407 0.32536 0.15358
C 3.21763 -0.68765 -0.09539
C 1.72318 0.03456 -0.24635
C 1.28841 1.36476 -0.39630
C 0.03321 1.69783 -0.31784
C -0.86655 0.65397 -0.03812
C -2.39570 0.95335 0.23791
C -3.37015 -0.21159 0.33070
C -1.91535 -1.62074 -0.05364
C -0.64635 -0.69176 -0.28859
C 0.73254 -0.93546 -0.18793
H 4.88947 0.61525 -0.92156
H 5.39104 -0.12355 1.11869
H 3.40779 1.44398 0.66781
H 2.06812 2.07219 -0.51299
H -0.37977 2.65556 -0.54172
H -2.26827 1.45310 1.48118
H -2.78317 1.83107 -0.56822
H -4.39507 0.34470 0.37778
H -3.40396 -0.79702 1.42280
H -2.99951 -1.03776 -1.44207
H -1.83471 -1.62054 1.15655
H -1.42995 -2.58183 -0.61855
H 1.15993 -1.99636 -0.21854
N -3.06005 -1.26421 -0.55943
O 3.44316 -1.87721 0.06026
*
```

Computed properties:
- Orbital gap: 9.22 eV

Löwdin population analysis, charges in e, atoms 1 to 5:
1 C -0.07
2 C -0.42
3 C -0.13
4 C -0.11
5 C -0.06

---

<x>
The following is a DFT calculation (ωB97M-V/def2-TZVPD) of a 2-piece molecular cluster, C11H13NO overall.

ORCA input file:
```
! wB97M-V def2-TZVPD RIJCOSX def2/J DEFGRID3
* xyz 0 1
C -2.43902 -1.47744 0.61569
C -2.38070 -0.17338 0.36769
C -2.74026 0.86155 1.39118
C -1.94092 0.33096 -0.94694
C -2.20246 -0.25303 -2.12037
C -1.17406 1.52619 -0.94164
N -0.54386 2.48385 -0.94422
H -2.16827 -2.21580 -0.11957
H -2.74988 -1.84950 1.57669
H -2.05406 1.70678 1.34405
H -2.71778 0.43946 2.39207
H -3.74658 1.23701 1.19832
H -1.83640 0.16022 -3.04518
H -2.79726 -1.14831 -2.18239
C 3.67146 1.53291 0.63812
C 2.92419 0.37790 0.07387
C 3.23035 -0.49455 -0.92837
C 2.12802 -1.37906 -1.03693
C 1.23699 -0.97754 -0.09382
O 1.71019 0.08356 0.58415
H 4.73645 1.40482 0.46696
H 3.34929 2.46077 0.16514
H 3.47985 1.61340 1.70570
H 4.12771 -0.51024 -1.51364
H 2.01865 -2.19671 -1.71928
H 0.27441 -1.35229 0.19592
*
```

Computed properties:
- Orbital gap: 8.32 eV

Löwdin population analysis, charges in e, atoms 1 to 5:
1 C 0.06
2 C -0.34
3 C -0.04
4 C -0.29
5 C 0.12

---

Least stable structure: <w>

---

<w>
The following is a DFT calculation (ωB97M-V/def2-TZVPD) of an isolated ion of composition H3N4O2 and charge -1.

ORCA input file:
```
! wB97M-V def2-TZVPD RIJCOSX def2/J DEFGRID3
* xyz -1 1
N -2.01701 0.47631 -0.10930
N -0.93987 1.27521 -0.24330
N 0.40880 0.18449 0.01507
O 0.21779 -1.07545 -0.09666
N 1.59270 0.65490 0.16634
O 2.59075 -0.27943 -0.20543
H -1.69172 -0.49283 -0.34704
H -2.33565 0.33045 0.88629
H 2.17420 -1.07365 -0.06596
*
```

Computed properties:
- Orbital gap: 7.25 eV

Löwdin population analysis, charges in e, atoms 1 to 5:
1 N -0.22
2 N -0.14
3 N -0.35
4 O -0.19
5 N -0.05

---

<x>
The following is a DFT calculation (ωB97M-V/def2-TZVPD) of H3N4O2 as an isolated structure.

ORCA input file:
```
! wB97M-V def2-TZVPD RIJCOSX def2/J DEFGRID3
* xyz -1 1
N -1.48062 1.01618 -0.25208
N -0.62921 -1.01076 0.17654
N 0.31105 -1.41831 1.16518
N -0.61614 0.13372 -0.24520
O 1.03672 0.52880 -0.96212
O -1.36269 2.10113 -0.80901
H 1.03566 -2.02202 0.78666
H 0.68288 -0.57467 1.64320
H 1.02235 1.24592 -1.50316
*
```

Computed properties:
- Orbital gap: 7.75 eV

Löwdin population analysis, charges in e, atoms 1 to 5:
1 N -0.17
2 N -0.15
3 N -0.05
4 N -0.20
5 O -0.24

---

Least stable structure: <x>

---

<w>
The following is a DFT calculation (ωB97M-V/def2-TZVPD) of a 2-piece molecular cluster, C10H15N2 overall.

ORCA input file:
```
! wB97M-V def2-TZVPD RIJCOSX def2/J DEFGRID3
* xyz 1 1
C -2.79298 -1.08033 -0.71392
C -2.72934 0.32958 -0.65323
C -1.75614 -1.85130 -1.19019
C -0.43968 0.15039 -1.38770
C -1.54084 0.94934 -1.04201
C -0.48602 -1.17719 -1.48654
C 2.16460 1.03195 2.37872
C 0.95638 0.72916 1.48799
C 0.75468 -1.77219 -1.84956
C 2.92619 1.25007 -0.00847
N 2.14691 1.16059 0.97938
N -0.26041 1.64585 1.51371
H -3.70864 -1.55742 -0.60884
H -3.51131 0.96692 -0.21713
H -1.67485 -2.88079 -1.26228
H 0.49752 0.63859 -1.53700
H 2.41810 1.95348 2.84835
H 2.58429 0.12270 2.73316
H 0.65474 -2.50698 -2.62645
H 1.58317 -1.10743 -2.21913
H 1.12313 -2.19454 -0.99188
H -1.50752 2.07090 -1.10693
H 2.65926 1.22942 -0.98647
H 4.00664 1.19179 0.16598
H -0.65164 1.57656 0.58915
H -0.13742 2.63714 1.69935
H -0.96993 1.41176 2.28883
*
```

Computed properties:
- Orbital gap (alpha / beta): 8.15 / 8.15 eV

Löwdin population analysis, charges in e, atoms 1 to 5:
1 C -0.06
2 C -0.07
3 C 0.04
4 C -0.11
5 C -0.14

---

<x>
The following is a DFT calculation (ωB97M-V/def2-TZVPD) of an isolated ion of composition C10H15N2 and charge +1.

ORCA input file:
```
! wB97M-V def2-TZVPD RIJCOSX def2/J DEFGRID3
* xyz 1 1
C -0.76622 -0.05337 2.02475
C -0.65181 -0.22885 0.53129
C 0.73302 -0.10104 0.05050
C 1.22622 1.20149 -0.06295
C 2.59851 1.26374 -0.16998
C 3.44785 0.14501 -0.21005
C 2.92878 -1.15582 -0.17575
C 1.57115 -1.28225 -0.00179
N -1.32564 -1.46667 -0.17077
C -1.79155 0.23705 -0.33033
C -1.55788 0.67693 -1.73519
N -2.95686 0.66144 0.11257
H 0.10534 -0.40470 2.69483
H -1.75710 -0.46145 2.25506
H -0.80738 0.96957 2.30349
H 0.71507 2.10848 -0.03298
H 3.15031 2.17707 -0.31654
H 4.51505 0.32085 -0.26831
H 3.55629 -1.98062 -0.23130
H 1.19347 -2.32257 0.24114
H -1.88568 -2.20179 0.19234
H -0.72569 -1.84764 -0.89631
H -0.78599 0.14428 -2.19615
H -1.35129 1.80526 -1.75844
H -2.45721 0.67522 -2.40459
H -3.73383 0.61098 -0.50641
H -3.18693 0.50941 1.06184
*
```

Computed properties:
- Orbital gap: 9.98 eV

Löwdin population analysis, charges in e, atoms 1 to 5:
1 C 0.02
2 C -0.35
3 C -0.20
4 C -0.01
5 C -0.06

---

Least stable structure: <w>

---

<w>
The following is a DFT calculation (ωB97M-V/def2-TZVPD) of one molecule with the formula Cl2H4OSi2.

ORCA input file:
```
! wB97M-V def2-TZVPD RIJCOSX def2/J DEFGRID3
* xyz 0 1
Cl 1.72273 -2.33162 -0.24105
Si 0.89604 -0.91587 0.92078
O 0.48293 0.33678 0.01240
Si -0.41116 1.13003 -1.30617
Cl -0.05617 3.05142 -0.98293
H -0.29606 -1.48166 1.54128
H 1.88765 -0.38149 1.83933
H 0.20680 0.64944 -2.52920
H -1.79894 0.76773 -1.08924
*
```

Computed properties:
- Orbital gap: 11.66 eV

Löwdin population analysis, charges in e, atoms 1 to 5:
1 Cl 0.28
2 Si -0.01
3 O -0.56
4 Si 0.14
5 Cl 0.34

---

<x>
The following is a DFT calculation (ωB97M-V/def2-TZVPD) of one molecule with the formula Cl2H4OSi2.

ORCA input file:
```
! wB97M-V def2-TZVPD RIJCOSX def2/J DEFGRID3
* xyz 0 1
Si -0.53093 -0.29978 0.52476
O 0.83115 0.20976 -0.20564
Si 2.37550 0.01384 -0.50389
Cl 3.38092 1.73230 -0.17240
Cl 2.97248 -1.57710 0.53127
H -1.23503 -1.61262 0.10334
H -0.12977 -0.63315 1.93534
H -1.25865 1.11044 0.36145
H 2.90057 -0.53554 -1.80685
*
```

Computed properties:
- Orbital gap: 11.75 eV

Löwdin population analysis, charges in e, atoms 1 to 5:
1 Si 0.52
2 O -0.54
3 Si -0.48
4 Cl 0.33
5 Cl 0.34

---

Least stable structure: <x>

---

<w>
The following is a DFT calculation (ωB97M-V/def2-TZVPD) of a 2-piece molecular cluster, C7H7N2 overall.

ORCA input file:
```
! wB97M-V def2-TZVPD RIJCOSX def2/J DEFGRID3
* xyz 1 1
C 2.94898 0.35148 0.98589
C -2.50368 -0.71957 -0.10469
C -1.38594 -1.13101 -0.87620
C -2.32423 0.32717 0.80467
C -0.11161 0.70951 0.27242
C -0.13696 -0.67557 -0.57979
C 2.93101 1.07707 0.04272
N -1.24162 1.02304 0.80522
N 1.01978 -0.99290 -1.01689
H -3.36422 -1.16106 -0.50777
H -1.60071 -1.84645 -1.61427
H -2.99358 0.50415 1.67733
H 0.71141 1.34406 -0.18917
H 3.42354 0.43865 1.91953
H 2.81183 1.40435 -0.97030
H 1.81600 -0.65291 -0.64870
*
```

Computed properties:
- Orbital gap (alpha / beta): 6.81 / 6.81 eV

Löwdin population analysis, charges in e, atoms 1 to 5:
1 C 0.03
2 C 0.05
3 C 0.07
4 C -0.04
5 C 0.08

---

<x>
The following is a DFT calculation (ωB97M-V/def2-TZVPD) of an isolated ion of composition C7H7N2 and charge +1.

ORCA input file:
```
! wB97M-V def2-TZVPD RIJCOSX def2/J DEFGRID3
* xyz 1 1
C -2.07948 0.32757 -0.04508
C -0.18734 -1.78804 -0.13366
C 1.09718 -1.22181 -0.07948
C -1.35251 -1.07993 -0.05485
C 1.47998 0.23615 0.04933
C 0.34711 1.16315 0.41956
C -0.78109 1.30318 -0.59974
N -2.60765 -0.91418 0.15276
N -2.00479 1.56913 -0.06463
H -0.21291 -2.87947 0.00368
H 2.02572 -1.89551 -0.16167
H 2.12104 0.19133 0.99404
H 2.07336 0.44357 -0.71873
H 0.00604 0.81672 1.38830
H 0.63424 2.16906 0.47485
H -0.55889 1.55908 -1.62466
*
```

Computed properties:
- Orbital gap: 8.97 eV

Löwdin population analysis, charges in e, atoms 1 to 5:
1 C -0.24
2 C -0.01
3 C 0.05
4 C -0.06
5 C -0.14

---

Least stable structure: <w>